No. 1
Molecular formula: C4H8O2
Method: DFT, the ωB97M-V functional and the def2-TZVPD basis

Values from the calculation:
Energy relative to the best compared isomer or geometry (same formula, charge and spin) in kJ/mol: 529.4
Multiplicity: 1
Net charge: 0

Geometry (Å):
O -1.473410 0.743164 -1.102428
O 1.204691 1.534258 -0.566650
C -1.825506 -0.564280 -0.242832
C 0.596755 0.605492 0.312081
C -0.490176 -0.064437 -0.582287
C 1.537480 -0.467411 0.783422
H 2.367022 -0.649659 0.050057
H -2.448335 -0.326158 0.618909
H 2.026716 -0.345199 1.767627
H 0.006598 -0.694642 -1.326350
H 0.158318 -1.522367 0.937199
H 0.199490 1.112534 1.207285
H -2.309822 -1.307626 -0.885764
H 0.436322 1.956295 -0.986065

Cartesian forces (eV/Å) of the 6 atoms listed first:
-1.267 -1.227 0.799
-0.141 0.214 0.127
-0.673 1.875 -1.268
-0.918 -0.488 -0.082
1.126 -0.426 0.638
-1.704 -1.574 0.151

***

No. 2
Molecular formula: C5H10O
Method: DFT, the ωB97M-V functional and the def2-TZVPD basis

Values from the calculation:
Energy relative to the best compared isomer or geometry (same formula, charge and spin) in kJ/mol: 116.7
Structure (SMILES): C[C@@H](O)C1CC1
Multiplicity: 1
Net charge: 0

Geometry (Å):
O 0.269487 0.897592 -1.608303
C -0.678004 -1.662496 -0.658028
C 0.036650 0.760499 -0.204922
C 0.199377 -0.713329 0.101130
C -0.873317 -1.490030 0.819294
C 0.993770 1.682007 0.579469
H 1.224548 -1.035506 0.276518
H -1.008954 1.043354 0.006735
H 0.046311 1.804589 -1.849191
H 1.612307 2.204704 -0.157815
H 0.467605 2.432367 1.179811
H -0.243450 -2.586016 -1.028595
H -0.563343 -2.302763 1.471351
H 1.670884 1.133610 1.243345
H -1.754699 -0.955069 1.164772
H -1.399170 -1.213513 -1.335573

Cartesian forces (eV/Å) of the 6 atoms listed first:
-0.126 0.241 -0.163
-0.041 -0.093 -0.172
-0.076 -0.138 0.258
0.149 0.048 -0.067
-0.082 -0.013 0.187
0.032 0.018 -0.014

***

No. 3
Molecular formula: C33H64AlN2O15S5
Method: DFT, the ωB97M-V functional and the def2-TZVPD basis

Values from the calculation:
Multiplicity: 1
Net charge: -1

Geometry (Å):
S 4.755495 -1.126691 -4.684341
S -5.321340 2.808684 -0.464826
S -3.336699 8.628978 -0.065458
S 2.061497 6.343422 -1.592692
S 4.157832 -6.708536 6.165336
Al -1.763785 -2.932230 0.024872
O -0.062357 -5.230027 2.409985
O 3.806169 -0.989952 -3.609270
O -6.508205 -1.626383 0.375649
O -0.578055 -5.521920 0.386541
O -3.088649 10.046865 -0.176669
O 5.384819 -7.080126 5.500559
O 1.553613 6.436403 -0.245052
O -5.954451 3.212177 -1.699206
O 4.716010 -0.285129 -5.856825
O -4.667550 8.093797 0.111709
O -4.661590 -2.733358 -0.635518
O -8.481124 -0.694402 1.693527
O 4.146463 -6.151053 7.497823
O -4.074347 2.084263 -0.443662
O 1.746299 7.325373 -2.602787
N 4.371934 -1.730564 0.307694
N -0.892817 -5.692199 1.693529
C -2.562462 7.805447 -1.448253
C 3.223736 -5.641458 5.080309
C -2.255401 7.955289 1.194259
C 5.307991 -0.730904 0.532840
C -7.533746 -2.608733 0.574633
C -3.617163 -2.082255 0.149826
C -6.523905 1.944830 0.540321
C 3.027360 -8.098003 6.095732
C 4.110020 4.692399 -2.001154
C 6.401731 -1.080857 -3.992690
C 3.839579 6.127991 -1.539385
C 1.821023 -1.830415 -0.057908
C -1.297048 7.003269 0.471199
C -0.534147 -1.935518 -1.286452
C 0.952111 -2.474194 -1.244800
C 1.851131 -7.648825 5.223448
C 6.707183 -2.533955 -3.650011
C -5.761903 -1.858458 -0.829911
C -6.481496 4.270422 1.371568
C 2.968971 4.288837 -2.939847
C -1.146904 7.505202 -0.967356
C -5.173658 4.241169 0.589717
C 4.757908 -2.822285 1.092981
C 5.979698 -2.480215 1.840538
C -6.754086 2.817636 1.777357
C 2.380266 -6.597303 4.244853
C 6.201602 -3.357058 -4.839173
C 1.685731 4.722102 -2.241181
C -1.764749 -4.956149 -0.336379
C -8.876900 -1.785213 0.821817
C 3.259176 -1.550408 -0.648071
C 6.372797 -1.075844 1.470542
C 4.801002 -2.845339 -5.189292
H 3.430272 -2.264672 -1.505705
H 3.002923 -7.079856 3.485429
H 2.707312 -8.352418 7.105372
H -5.352542 -0.860753 -1.181694
H 4.192674 6.297972 -0.523142
H -7.765432 2.689281 2.166458
H 3.071902 4.814609 -3.893564
H -3.519506 -0.975379 -0.094023
H 1.002611 -3.593850 -1.151660
H 5.340932 0.287066 0.083019
H 4.241023 -3.804926 1.130379
H -2.654587 -5.512490 0.070599
H 7.772504 -2.688203 -3.474032
H 6.168921 -2.825707 -2.743241
H -6.132464 0.962947 0.806610
H -9.691996 -2.417907 1.263596
H -2.853553 7.433839 1.940584
H 3.902454 -5.033281 4.484183
H -7.689836 -3.300180 -0.294564
H -9.226275 -1.301506 -0.137472
H -5.013776 5.132447 -0.016517
H -0.545257 8.417932 -0.979478
H 1.458356 4.069850 -1.396220
H -1.080726 -2.742550 1.478756
H 6.870606 -3.212655 -5.692734
H 7.076763 -0.707807 -4.764979
H -0.642023 -0.831925 -1.099337
H -3.115974 6.883998 -1.638477
H 4.602261 -2.911665 -6.257995
H 5.082172 4.613233 -2.490012
H 1.075599 -7.202569 5.852309
H 6.185209 -4.424360 -4.613459
H 2.594525 -5.002911 5.702326
H -2.591229 8.448964 -2.326160
H 1.570730 -6.075657 3.735450
H 0.829515 4.780166 -2.911637
H 3.311390 -0.504540 -1.052391
H 4.287370 6.857066 -2.215058
H 4.029471 -3.379776 -4.634260
H 1.805557 -2.479100 0.854047
H -1.597066 -5.218129 -1.425313
H -6.415136 4.928863 2.239050
H 1.285735 -0.863777 0.187582
H -6.058693 2.524607 2.569096
H -1.722012 8.784795 1.659001
H -9.263884 -0.332300 2.141664
H 1.402164 -8.495638 4.702095
H -3.950380 -2.143482 1.236655
H -7.291647 4.633713 0.732581
H -0.336836 6.950234 0.980458
H -1.719971 5.993895 0.462061
H 4.122760 4.023623 -1.135931
H -7.435296 1.833522 -0.046850
H 3.556771 -8.940796 5.650628
H -0.657080 6.771579 -1.603610
H 1.429502 -2.214856 -2.239950
H 2.971446 3.217428 -3.143403
H 6.421740 -0.421647 -3.125918
H -4.322061 4.079958 1.253308
H -0.932719 -2.146562 -2.330278
H 7.255265 -0.483878 1.809708
H -6.409553 -2.258252 -1.668317
H -7.299821 -3.148067 1.537970
H 6.554338 -3.136199 2.535377

Cartesian forces (eV/Å) of the 6 atoms listed first:
0.216 0.011 -0.140
0.070 -0.184 0.317
0.080 -0.332 -0.133
0.224 -0.463 -0.069
-0.300 0.315 -0.082
0.213 0.583 -0.093

***

No. 4
Molecular formula: C4H8N4
Method: DFT, the ωB97M-V functional and the def2-TZVPD basis

Values from the calculation:
Energy relative to the best compared isomer or geometry (same formula, charge and spin) in kJ/mol: 612.3
Structure (SMILES): NN1C=NN2C[C@H]2C1
Multiplicity: 1
Net charge: 0

Geometry (Å):
N 1.070479 0.168383 -0.208874
N 2.419966 0.192905 -0.036781
N -0.577993 1.841794 0.008441
N -1.298498 0.784095 -0.386169
C 0.658412 1.516871 0.060322
C -1.036337 -0.496816 0.416355
C 0.304043 -1.052068 -0.150498
C -2.391450 -0.127201 -0.171458
H 0.298525 -1.373311 -1.269672
H -2.665868 -0.366036 -1.172168
H -1.242524 -0.459181 1.525578
H 2.979396 -0.363615 -0.761655
H 1.444414 2.135485 0.372166
H -3.206866 -0.013090 0.599524
H 2.492058 -0.618240 0.533504
H 0.752240 -1.769970 0.641379

Cartesian forces (eV/Å) of the 6 atoms listed first:
-0.879 4.090 -0.501
3.363 -3.387 -0.591
-0.068 2.553 1.053
1.175 -3.336 1.050
-2.274 -3.087 -0.430
-0.911 0.340 -1.615

***

No. 5
Molecular formula: C5H30N2O8
Method: DFT, the ωB97M-V functional and the def2-TZVPD basis

Values from the calculation:
Energy relative to the best compared isomer or geometry (same formula, charge and spin) in kJ/mol: 393.2
Structure (SMILES): CCN[C@@H](C)CN.O.O.O.O.O.O.O.O
Multiplicity: 1
Net charge: 0

Geometry (Å):
O -2.143344 4.042944 -0.205878
O -2.565983 0.896844 2.730535
O 0.955382 -4.295423 1.151889
O 1.935715 -1.302280 -2.501001
O 4.949455 -0.642351 0.531509
O -2.161672 -0.978158 1.169287
O -0.773205 2.979005 2.188029
O 2.275075 -3.744635 -1.242335
N 0.009583 -0.010273 -0.432498
N -3.133493 1.073740 -0.865545
C -2.061313 0.317346 -1.506129
C 1.126786 0.495615 0.323508
C -0.788785 1.064280 -1.075426
C 1.681818 -0.646414 1.107322
C 0.046449 1.675416 -2.226717
H 3.156557 -4.073212 -1.075556
H 1.987112 -1.646485 -3.471883
H 0.277664 -0.694399 -1.073292
H 2.437021 -1.252667 0.550906
H 0.903678 -1.388230 1.182878
H -0.871135 3.269885 3.141689
H -4.061501 0.774279 -0.899576
H -2.628659 0.830789 1.722316
H 0.687586 2.383076 -1.830869
H 0.500973 0.807725 -2.672228
H -1.116429 4.088352 -0.187571
H 2.159546 -2.190538 -2.020297
H -3.030700 2.089985 -0.959660
H 2.041413 -0.286986 2.073957
H -2.051717 0.146826 3.038377
H -2.398034 3.787029 0.617551
H 5.028556 -0.975321 1.432993
H -0.596462 2.242125 -2.944499
H 1.061223 -3.575405 1.875300
H -0.968545 1.911830 -0.267432
H -1.257735 -0.616983 0.659216
H -2.094135 0.474103 -2.589400
H 2.033085 0.812066 -0.253881
H 0.099329 -4.192836 0.755725
H -1.254084 2.049087 2.090529
H 1.693410 -3.792988 -0.520926
H 4.427031 -1.333065 0.070631
H 0.945453 1.432670 1.000574
H -2.933699 -0.887502 0.612934
H -2.110545 -0.722500 -1.283823

Cartesian forces (eV/Å) of the 6 atoms listed first:
3.569 1.374 -4.266
-0.218 1.508 -1.094
1.260 1.584 1.908
0.651 -2.986 -1.716
-0.352 -0.745 -0.330
3.053 -0.247 -0.935

***

No. 6
Molecular formula: C4H8O3
Method: DFT, the ωB97M-V functional and the def2-TZVPD basis

Values from the calculation:
Energy relative to the best compared isomer or geometry (same formula, charge and spin) in kJ/mol: 380.3
Multiplicity: 1
Net charge: 0

Geometry (Å):
O -1.682561 0.251443 0.520351
O 3.493571 -0.091493 -0.152940
O -0.646048 -0.919975 -1.096376
C 0.555530 -0.316688 0.905686
C -0.631951 -0.396482 -0.005687
C -2.833062 0.306662 -0.318401
C 2.543834 0.615697 -0.725918
H 1.155483 -1.225479 0.822098
H -3.183500 -0.702046 -0.549538
H 0.275528 -0.116793 1.938976
H 3.970029 0.497893 0.452806
H 1.153499 0.549243 0.568995
H 2.011481 -0.132711 -1.357492
H -3.582569 0.856828 0.250006
H -2.599262 0.823897 -1.252569

Cartesian forces (eV/Å) of the 6 atoms listed first:
0.068 -0.048 0.000
-0.009 0.277 0.013
-0.013 0.192 0.494
0.016 -0.064 0.078
0.087 -0.099 -0.248
-0.275 0.032 -0.151

***

The calculation returns the following E_tot values, one per record and in order: -307.51078; -271.70816; -4767.06749; -376.01523; -919.83715; -382.81995 a.u..
The calculation returns the following highest occupied orbital energy values, one per record and in order: -9.89; -10.22; -4.94; -7.79; -8.90; -8.90 eV.